23
Properties=species:S:1:pos:R:3:forces:R:3 method="wB97M-V/def2-TZVPD" de_lowest_kcal_mol=0.0 homo_ev=-8.5 gap_ev=8.53 spin_multiplicity=1 charge=0 e_tot_ev=-24723.9394
N -0.11923 -0.97685 2.66978 1.1 0.5 -0.4
N -1.27544 -0.94553 0.17589 -0.3 0.1 0.2
H 2.52695 0.62805 -0.41818 0.1 0.0 0.0
C -0.50575 2.12679 2.56656 -0.6 0.3 0.0
C 2.06805 0.35975 -2.50655 0.1 0.1 0.2
P -1.59514 -1.78750 2.50777 -0.5 -1.0 0.8
N -1.49362 -1.04945 -1.06255 -0.6 -0.2 -0.5
H -2.71173 1.97609 2.18083 -0.6 0.0 -0.1
C 1.13129 -0.05877 -3.46050 -0.1 -0.1 -0.3
H -2.42556 -0.67854 2.39316 -0.5 0.2 -0.1
C -1.68140 2.05490 2.36444 0.5 0.1 0.0
C 1.80543 0.30957 -1.15473 0.2 0.0 0.0
H -1.73944 -1.87248 3.90296 -0.3 -0.1 0.4
H 3.02446 0.73642 -2.84083 0.0 0.0 0.0
C -0.39731 -0.60371 -1.74464 1.2 0.5 0.5
N -0.04640 -0.43512 0.40867 0.0 0.3 -1.3
H 0.51754 2.23398 2.77100 0.6 0.0 0.1
H -0.83329 -0.86303 -3.83738 0.0 0.0 -0.1
C 0.45341 -0.42898 1.68946 0.2 -0.7 1.2
C -0.10876 -0.54011 -3.10732 0.0 0.0 0.1
H 1.44025 0.00782 1.79799 0.1 0.1 -0.2
C 0.56173 -0.18272 -0.79127 -0.5 -0.3 -0.6
H 1.40395 -0.01057 -4.50454 0.0 0.0 -0.1